(1)
The following is a quantum chemistry calculation of a molecular structure, C38H79AsF6O20PS8 at a distorted geometry, from the OMol25 dataset.

```
153
Properties=species:S:1:pos:R:3
As 0.3927 0.4290 0.0576
F -1.0464 0.9567 -0.9605
F 0.3099 -1.2526 -0.5909
F 1.7649 -0.0513 1.0607
F 0.6347 2.0692 0.6277
F -0.6088 0.1086 1.5245
F 1.5212 0.8050 -1.2648
C 0.3388 2.8425 -2.4312
C 1.4422 2.5348 -3.4214
C 2.7295 3.4613 -3.2514
S 2.6141 4.2544 -1.5922
O 2.2630 5.6614 -1.7389
O 3.7269 3.8631 -0.7963
C 1.0732 3.2634 -1.1043
H -0.4331 2.0919 -2.2615
H -0.1310 3.7860 -2.7088
H 1.1184 2.4834 -4.4610
H 1.8196 1.5231 -3.2722
H 3.0017 4.2590 -3.9425
H 3.6141 2.8247 -3.2319
H 0.5313 3.6727 -0.2517
H 1.4737 2.3343 -0.6989
C 1.1614 0.7680 3.1539
C 0.5926 0.4041 4.5237
C 0.7052 1.7245 5.4090
S 0.8151 3.1592 4.2599
O 2.1572 3.7491 4.2070
O -0.3816 3.9748 4.3083
C 0.6633 2.1012 2.7047
H 0.9527 -0.0219 2.4324
H 2.2417 0.8407 3.2797
H 1.1551 -0.3969 5.0033
H -0.4488 0.1171 4.3779
H 1.6812 1.9199 5.8532
H -0.0906 1.9542 6.1175
H 1.1959 2.6169 1.9057
H -0.3614 2.0342 2.3391
C -2.4762 3.2787 -2.1502
C -2.9685 1.8800 -1.9678
C -2.0128 1.0102 -2.7951
S -1.6885 1.8959 -4.4641
O -2.8347 1.8541 -5.3205
O -0.3154 1.7677 -5.0352
C -1.8479 3.5215 -3.6017
H -1.7529 3.3973 -1.3434
H -3.2209 4.0651 -2.0272
H -4.0097 1.7695 -2.2708
H -2.8947 1.5678 -0.9261
H -2.2799 -0.0291 -2.9866
H -0.9879 1.0163 -2.4242
H -2.2533 4.2783 -4.2732
H -0.7893 3.7360 -3.4558
C -0.5662 -0.7388 -3.0227
C 0.4287 0.3599 -3.1745
C 1.7588 -0.3341 -3.2457
S 1.5042 -2.0151 -3.9608
O 1.8486 -3.1326 -3.0797
O 1.8957 -2.0918 -5.3773
C -0.3407 -1.8699 -4.0342
H -1.5721 -0.3241 -2.9583
H -0.4233 -1.0756 -1.9960
H 0.4013 1.1634 -2.4385
H 0.2646 0.9011 -4.1064
H 2.1677 -0.5012 -2.2492
H 2.6662 0.0925 -3.6731
H -0.8834 -2.7921 -3.8265
H -0.5236 -1.4885 -5.0387
C 2.9775 -2.8142 -1.2192
C 2.6433 -1.3692 -0.9691
C 3.2552 -0.8900 0.3288
S 4.8440 -1.9216 0.5690
O 4.7515 -2.6549 1.8153
O 6.0251 -1.1528 0.2372
C 4.3906 -3.1529 -0.8189
H 2.7455 -3.1945 -2.2140
H 2.3421 -3.3790 -0.5371
H 1.5602 -1.2497 -0.9950
H 3.1218 -0.7959 -1.7631
H 2.5565 -0.9723 1.1614
H 3.4292 0.1860 0.3236
H 4.6664 -4.1761 -0.5635
H 5.0917 -2.8346 -1.5903
C 0.2117 -4.1206 -2.1312
C 0.1178 -2.8989 -1.1724
C -0.4539 -3.3048 0.1911
S -1.5733 -4.8229 -0.1408
O -2.9835 -4.3143 -0.0927
O -1.0687 -5.9793 0.6073
C -1.1603 -4.8769 -1.9513
H 1.0211 -4.7781 -1.8139
H 0.3887 -3.8409 -3.1697
H -0.5929 -2.1715 -1.5647
H 1.0735 -2.3756 -1.1430
H -1.1171 -2.6384 0.7427
H 0.3396 -3.5651 0.8916
H -1.9271 -4.2250 -2.3699
H -1.2709 -5.9161 -2.2611
C -2.5582 -2.3568 -1.1513
C -1.9698 -1.0174 -0.6035
C -3.1792 -0.2772 -0.0499
S -4.5851 -0.6323 -1.0750
O -4.8906 0.4757 -1.9885
O -5.5764 -1.3497 -0.2500
C -3.8280 -1.9716 -1.9889
H -2.8599 -3.0117 -0.3339
H -1.8675 -2.8740 -1.8172
H -1.7266 -0.5374 -1.5514
H -1.1234 -1.1918 0.0608
H -2.9182 0.7809 -0.0675
H -3.4525 -0.6011 0.9543
H -3.5951 -1.5154 -2.9510
H -4.5361 -2.7923 -2.1032
C 2.5764 3.5941 1.2994
C 3.9460 4.1850 1.6911
C 4.5032 3.0538 2.6624
S 4.0614 1.4347 1.8615
O 3.4999 0.5504 2.9549
O 5.0654 0.9709 0.9362
C 2.6765 2.1195 0.8495
H 2.1854 4.2885 0.5557
H 1.8866 3.7902 2.1202
H 3.7722 5.1633 2.1393
H 4.5632 4.3282 0.8041
H 3.8074 3.0793 3.5010
H 5.5556 3.0536 2.9463
H 1.7849 1.5083 0.9892
H 2.9332 2.0229 -0.2054
C -2.5571 2.0532 2.8499
C -3.5967 1.1024 3.5498
O -2.9143 0.0896 4.1706
P -2.7472 -1.3932 3.4428
O -3.0717 -1.4978 1.9943
O -3.6089 -2.2947 4.4660
C -3.9650 -3.6194 4.0901
C -5.3407 -3.4677 3.4577
O -1.2158 -1.7096 3.8096
C -0.1181 -1.2414 3.0799
C 0.5980 -2.2467 2.3608
H -1.8405 2.3247 3.6250
H -2.2663 1.5935 1.9052
H -3.0138 2.9821 2.5081
H -4.1458 1.7106 4.2686
H -4.4279 0.7075 2.9657
H -3.1851 -4.0128 3.4382
H -4.1051 -4.2450 4.9716
H -5.9103 -4.3688 3.2304
H -6.0001 -2.7669 3.9697
H -5.2101 -2.9334 2.5166
H -0.4459 -0.4294 2.4308
H 0.6187 -0.8763 3.7953
H 1.4010 -1.8201 1.7597
H 1.0967 -2.8905 3.0853
H -0.0668 -2.8478 1.7405
```

LUMO energy   0.306 eV
Kohn-Sham gap   0.250 Eh
E   -9359.8293 hartree
E_HOMO   -6.5 eV
ΔE to the lowest compared entry with this formula, charge and spin   65.091 eV
Net charge   -1

***

(2)
The following is a quantum chemistry calculation of a molecular structure, C38H79ClInNO13P, from the OMol25 dataset.

```
134
Properties=species:S:1:pos:R:3
C 1.1159 3.6882 0.1034
C 0.4627 2.4015 -0.4444
C 0.1964 1.3275 0.6107
Cl 1.7611 0.5974 1.1362
In -1.2673 -0.1550 -0.2102
C -0.8252 -2.2516 0.5004
C -0.4215 -3.1152 -0.6011
O -1.1388 -3.9412 -1.1536
C -3.2677 0.4478 0.5753
C -4.4825 0.0127 -0.2022
C -4.5303 0.5488 -1.6225
O -5.6595 0.5005 0.5219
P -0.8772 -0.0508 -2.7538
N -1.6248 -1.4759 -3.3902
O -1.8557 1.1971 -3.4060
H 1.9235 4.0135 -0.5550
H 0.3940 4.5060 0.1411
H 1.5210 3.5228 1.1025
H 1.1097 1.9818 -1.2136
H -0.5068 2.6511 -0.8876
H -0.2616 1.8157 1.4733
H -0.0572 -2.2024 1.2731
H -1.7685 -2.6422 0.8912
H 0.6186 -2.9973 -0.9683
H -3.3305 -0.0261 1.5616
H -3.3227 1.5268 0.7472
H -4.5672 -1.0806 -0.2013
H -5.5384 0.4818 -2.0437
H -3.8720 -0.0167 -2.2808
H -4.1998 1.5888 -1.6325
H -6.3971 0.5231 -0.0934
H -1.8727 -1.3136 -4.3587
H -2.4443 -1.7930 -2.8871
H -1.9655 1.8873 -2.7455
C 4.6173 0.8812 -2.8362
C 3.3750 1.5969 -3.3072
O 3.0125 2.6306 -2.7893
C 2.6159 0.9683 -4.4443
H 5.0612 1.4274 -2.0099
H 4.3621 -0.1227 -2.4945
H 5.3375 0.8045 -3.6548
H 2.2896 -0.0341 -4.1650
H 3.2520 0.9142 -5.3323
H 1.7360 1.5676 -4.6649
C 7.3425 1.4600 1.4621
C 6.1808 0.5637 1.1025
O 5.9781 0.2217 -0.0394
C 5.2880 0.1176 2.2297
H 7.9042 1.7097 0.5648
H 6.9752 2.3764 1.9264
H 7.9979 0.9527 2.1723
H 4.8418 0.9844 2.7195
H 5.8693 -0.4429 2.9651
H 4.4935 -0.5125 1.8389
C 5.4839 3.9148 -5.1560
C 5.3930 3.5488 -6.6168
O 5.3868 2.3959 -6.9836
C 5.3167 4.6976 -7.5904
H 5.5297 3.0103 -4.5556
H 6.3813 4.5109 -4.9797
H 4.6096 4.4943 -4.8564
H 6.2015 5.3273 -7.4975
H 4.4333 5.3035 -7.3809
H 5.2549 4.3103 -8.6053
C 7.2136 9.3878 -8.3832
C 7.8816 8.3210 -7.5499
O 7.5178 7.1701 -7.5857
C 9.0247 8.7633 -6.6686
H 6.4117 8.9452 -8.9685
H 6.8037 10.1650 -7.7362
H 7.9408 9.8487 -9.0536
H 8.6800 9.5183 -5.9602
H 9.8178 9.2013 -7.2769
H 9.4172 7.9089 -6.1232
C -6.2426 1.9944 3.2324
C -6.7140 3.4129 3.4032
O -6.1574 4.3555 2.8877
C -7.9351 3.6130 4.2750
H -5.3666 1.9567 2.5939
H -6.0033 1.5793 4.2138
H -7.0266 1.3888 2.7768
H -7.7280 3.2329 5.2758
H -8.7882 3.0717 3.8616
H -8.1735 4.6736 4.3304
C -4.3686 3.7459 8.1470
C -5.5163 2.8029 7.8782
O -5.8729 2.5477 6.7541
C -6.1937 2.1928 9.0829
H -3.9706 4.1121 7.2041
H -4.7108 4.5894 8.7493
H -3.5807 3.2287 8.6968
H -6.6029 2.9788 9.7200
H -5.4719 1.6193 9.6666
H -6.9964 1.5363 8.7565
C 8.6424 -4.0066 -2.4471
C 7.8983 -3.3643 -1.2967
O 7.8962 -3.8675 -0.1968
C 7.1736 -2.0769 -1.5924
H 9.1227 -4.9220 -2.1095
H 7.9482 -4.2378 -3.2565
H 9.3982 -3.3199 -2.8320
H 6.4330 -2.2418 -2.3774
H 7.8832 -1.3220 -1.9356
H 6.6712 -1.7146 -0.7025
C -3.8523 -6.5171 3.1924
C -4.1252 -5.0462 2.9784
O -4.0541 -4.2532 3.8895
C -4.4774 -4.6326 1.5734
H -3.6002 -6.7035 4.2316
H -4.7302 -7.1056 2.9183
H -3.0193 -6.8326 2.5626
H -5.3881 -5.1405 1.2479
H -3.6654 -4.8988 0.8933
H -4.6342 -3.5563 1.5320
C 0.3645 -7.7722 6.3459
C -0.4721 -7.9201 5.0967
O -1.6722 -8.0416 5.1485
C 0.2667 -7.8986 3.7806
H -0.2796 -7.7989 7.2213
H 1.0940 -8.5817 6.4056
H 0.9050 -6.8248 6.3224
H 0.9937 -8.7120 3.7452
H 0.8026 -6.9550 3.6671
H -0.4396 -8.0097 2.9619
C -9.7776 -6.1814 -0.6769
C -8.5994 -5.6809 0.1268
O -7.4647 -5.9605 -0.1727
C -8.9124 -4.8103 1.3208
H -9.4218 -6.7906 -1.5039
H -10.4364 -6.7776 -0.0432
H -10.3489 -5.3377 -1.0674
H -9.5394 -5.3559 2.0283
H -9.4525 -3.9175 1.0016
H -7.9884 -4.5133 1.8109
```

LUMO energy   1.747 eV
Kohn-Sham gap   0.200 Eh
E   -3519.8702 hartree
E_HOMO   -3.7 eV
Net charge   -1

***

(3)
The following is a quantum chemistry calculation of a molecular structure, C38H80F18K2N3O28S6 at a distorted geometry, from the OMol25 dataset.

```
175
Properties=species:S:1:pos:R:3
K -22.7201 7.9075 -2.8361
K -16.2646 8.8392 -5.2081
C -10.6623 7.4736 -9.8172
F -11.1007 6.1998 -9.7274
F -9.4115 7.5979 -9.3562
F -10.7235 7.6807 -11.1250
S -11.8635 8.5727 -8.7916
O -11.6276 8.1789 -7.3929
O -11.5512 9.9818 -9.1805
N -13.3890 8.1741 -9.4686
S -13.9504 7.0963 -8.5578
O -13.0694 5.9455 -8.2816
O -14.4605 7.7100 -7.3286
C -15.4247 6.4054 -9.6351
F -16.2198 5.6052 -8.9288
F -16.2236 7.4303 -9.9102
F -15.0707 5.9459 -10.7961
C -18.2447 5.9501 2.2767
F -17.1775 6.7162 2.2119
F -19.2373 6.5564 1.6478
F -17.9443 4.8045 1.6656
S -18.6322 5.7402 4.1637
O -17.4189 5.9355 4.8875
O -19.5684 6.7663 4.5246
N -19.2790 4.1220 4.2153
S -18.2164 3.3606 4.9557
O -17.0029 3.1828 4.1635
O -18.0810 3.7950 6.3349
C -19.0925 1.6124 5.0912
F -20.1152 1.6658 5.9606
F -19.5703 1.3159 3.8858
F -18.1856 0.6613 5.4194
C -17.2258 4.6069 -5.2552
F -16.5623 4.4583 -4.1328
F -16.2608 4.9617 -6.1357
F -17.6295 3.3624 -5.5128
S -18.6737 5.8579 -5.0674
O -18.7508 6.5271 -6.3956
O -19.8525 5.1008 -4.6695
N -17.9690 7.0016 -4.0117
S -18.6018 6.6940 -2.5697
O -19.8567 7.4258 -2.4287
O -18.6505 5.3163 -2.1164
C -17.3266 7.5110 -1.3211
F -16.7850 8.6348 -1.8532
F -17.9224 7.8392 -0.1617
F -16.3174 6.6562 -1.0196
C -19.7423 9.7912 -4.6877
O -20.7535 9.9558 -3.7569
C -21.1259 11.2808 -3.4483
C -22.5912 11.7076 -3.7236
O -23.5385 10.7570 -3.3313
C -24.2858 11.1721 -2.1757
H -19.5649 8.7510 -4.9609
H -18.8194 10.3078 -4.4195
H -20.1215 10.1006 -5.6654
H -20.5000 11.9405 -4.0521
H -20.8308 11.4041 -2.4050
H -22.6364 11.8896 -4.7996
H -22.7269 12.7441 -3.4099
H -24.9235 12.0252 -2.4070
H -23.5767 11.2521 -1.3510
H -24.9757 10.3933 -1.8483
C -14.0940 6.5842 2.0121
O -13.5140 5.3615 2.1611
C -14.3059 4.2523 2.6750
C -15.1593 3.6883 1.5478
O -14.1601 3.2589 0.6502
C -14.6413 2.4468 -0.4029
H -14.7963 6.5411 1.1760
H -13.2326 7.2485 1.9395
H -14.7465 6.9054 2.8282
H -14.8594 4.6065 3.5461
H -13.5829 3.5368 3.0647
H -15.7870 4.4311 1.0552
H -15.7267 2.8382 1.9292
H -15.0101 1.4594 -0.1232
H -13.8270 2.2804 -1.1094
H -15.3161 3.1136 -0.9439
C -15.0636 -1.0924 -7.5353
O -14.1348 -0.3530 -6.7420
C -14.8472 0.5544 -5.8864
C -13.9263 1.1801 -4.7842
O -12.9749 2.0461 -5.4565
C -13.4129 3.3482 -5.6492
H -16.1308 -0.9719 -7.3379
H -14.8410 -2.1502 -7.3974
H -15.0940 -0.7773 -8.5799
H -15.6646 0.0173 -5.4018
H -15.3057 1.3939 -6.4121
H -13.2616 0.4216 -4.3679
H -14.3685 1.5774 -3.8694
H -13.9869 3.5863 -4.7512
H -14.1430 3.2702 -6.4574
H -12.5748 4.0085 -5.8651
C -19.0693 9.8445 3.1242
O -20.1801 10.6227 2.6862
C -20.1767 10.9108 1.3230
C -20.4769 9.7241 0.3239
O -21.9172 9.4706 0.1836
C -22.4862 8.9190 1.3941
H -18.6516 9.0216 2.5435
H -19.3267 9.4667 4.1128
H -18.2703 10.5806 3.2342
H -19.2169 11.3393 1.0267
H -21.0136 11.6094 1.2931
H -20.0058 8.7626 0.5318
H -20.1017 9.9043 -0.6843
H -21.9027 8.0830 1.7845
H -23.4694 8.4786 1.2299
H -22.4743 9.6624 2.1910
C -14.1571 12.5960 4.4531
O -14.5449 12.2345 3.1275
C -14.8186 10.8169 2.7861
C -15.7229 10.8248 1.5093
O -15.3494 11.9286 0.6815
C -16.1364 11.9476 -0.5353
H -13.5033 13.4596 4.3275
H -13.5311 11.8625 4.9627
H -15.0623 12.8983 4.9800
H -15.3313 10.3285 3.6160
H -13.9183 10.2175 2.6444
H -16.7375 10.9636 1.8847
H -15.6229 9.8992 0.9409
H -16.1817 11.0236 -1.1141
H -15.8059 12.7363 -1.2105
H -17.2049 12.1314 -0.4007
C -13.3615 7.6054 -1.6547
O -13.9527 7.2066 -2.8617
C -13.1389 7.4806 -4.0064
C -12.4947 8.8763 -4.1241
O -13.5731 9.8109 -4.0712
C -13.2426 11.1868 -4.0460
H -12.4371 7.0574 -1.4684
H -14.1285 7.4982 -0.8892
H -13.1673 8.6797 -1.6721
H -13.7659 7.4230 -4.8954
H -12.4508 6.6445 -4.1400
H -12.0022 9.0463 -5.0821
H -11.7640 8.9933 -3.3220
H -12.3525 11.4125 -3.4579
H -14.0520 11.8463 -3.7325
H -13.0556 11.4771 -5.0821
C -19.5503 1.3625 -3.8148
O -20.0600 0.4945 -4.8422
C -19.7189 0.9581 -6.0970
C -20.7586 2.0086 -6.5279
O -22.0037 1.3449 -6.5108
C -23.0043 2.1770 -5.9276
H -18.4632 1.4490 -3.7453
H -19.9029 0.9001 -2.8939
H -19.7329 2.4375 -3.8656
H -19.8395 0.0900 -6.7478
H -18.6647 1.2246 -6.1859
H -20.4454 2.4570 -7.4726
H -20.7483 2.7988 -5.7755
H -23.9882 1.7144 -6.0005
H -23.0681 3.1222 -6.4694
H -22.8538 2.4848 -4.8912
C -22.6271 5.7866 -6.0753
O -23.2048 7.0603 -5.7247
C -23.5130 7.8296 -6.9036
C -22.2794 8.3166 -7.6271
O -21.6148 7.4444 -8.5348
C -20.4207 7.9677 -8.9957
H -22.9857 5.2956 -6.9792
H -22.6217 5.0824 -5.2428
H -21.5549 5.9721 -6.1476
H -23.9012 8.7976 -6.5848
H -24.2083 7.3456 -7.5899
H -21.5050 8.7165 -6.9695
H -22.6123 9.1363 -8.2692
H -20.5048 8.9930 -9.3629
H -20.1906 7.2732 -9.8031
H -19.6557 7.9767 -8.2172
```

LUMO energy   0.395 eV
Kohn-Sham gap   0.264 Eh
E   -9153.0261 hartree
E_HOMO   -6.8 eV
Net charge   -1

***

Question: E_HOMO of number 3 (C38H80F18K2N3O28S6)?
Answer: -6.8 eV